Entry 1:
C20H41N2OP2SSc | ωB97M-V/def2-TZVPD

Geometry as XYZ:
```
68
Properties=species:S:1:pos:R:3
Sc 0.5180 -0.7996 0.6643
P 0.4562 -2.7948 -1.0331
P -0.7076 2.8821 0.6321
N 1.3223 -0.1279 -1.0188
C 1.8684 -2.2766 -2.1113
H 2.7908 -2.6575 -1.6428
H 1.7907 -2.7285 -3.1123
C 1.9286 -0.7322 -2.1969
H 2.9813 -0.4023 -2.2838
H 1.4242 -0.3677 -3.1168
C 1.0385 1.2907 -1.1049
H 0.1783 1.4965 -1.7748
H 1.9135 1.7732 -1.5905
C 0.8413 1.9705 0.2759
H 1.6542 2.7095 0.3892
H 1.0283 1.2363 1.1155
C -0.5093 3.3865 2.3821
C -0.2985 2.1912 3.3197
H 0.5784 1.5745 3.0804
H -1.1768 1.5330 3.3354
H -0.1530 2.5652 4.3434
C -0.8737 4.3036 -0.4738
C -2.3030 4.8478 -0.5782
H -2.2916 5.7094 -1.2597
H -2.6939 5.1933 0.3872
H -2.9984 4.1115 -0.9939
C -0.9820 -2.5389 -2.1787
C -2.3252 -2.6723 -1.4506
H -3.1339 -2.5151 -2.1754
H -2.4498 -1.9149 -0.6637
H -2.4704 -3.6648 -1.0070
C 0.6532 -4.5560 -0.5430
C -0.3219 -4.8923 0.5958
H -0.0463 -5.8683 1.0151
H -1.3603 -4.9692 0.2462
H -0.2795 -4.1624 1.4179
C -2.1778 1.8260 0.5227
C 0.1447 5.4100 -0.1566
H 1.1783 5.0479 -0.2149
H 0.0330 6.2089 -0.9007
H -0.0123 5.8475 0.8381
C -0.9193 -3.3571 -3.4690
H -1.7641 -3.0617 -4.1051
H 0.0005 -3.1720 -4.0374
H -1.0073 -4.4326 -3.2866
C 0.6049 -5.5776 -1.6789
H 1.0145 -6.5247 -1.3014
H -0.4213 -5.7853 -2.0070
H 1.2147 -5.2810 -2.5412
C -1.6735 4.2560 2.8683
H -2.6405 3.7449 2.7671
H -1.5294 4.4664 3.9369
H -1.7280 5.2253 2.3559
H 0.4132 3.9937 2.3816
H 1.6769 -4.5601 -0.1239
H -0.6075 3.8797 -1.4572
H -0.8691 -1.4759 -2.4593
O -2.0002 0.5466 0.6375
H -3.0386 2.2036 -0.2008
H -3.2702 2.4799 0.6717
S 2.6767 -2.8791 2.4750
C 3.8200 -1.5644 2.4433
C 3.1766 -0.3483 2.3732
N 1.7965 -0.4442 2.3066
C 1.3341 -1.7580 2.4976
H 4.8908 -1.7099 2.4912
H 3.6509 0.6321 2.3895
H 0.4421 -1.9703 3.0938
```

Results
* charge: +2
* orbital gap: 3.800 eV

Mulliken atomic charge list, values in e, 6 entries:
1. Sc -0.149
2. P 0.493
3. P 0.720
4. N 0.328
5. C -0.754
6. H 0.425


Entry 2:
C20H41N2OP3Pd | ωB97M-V/def2-TZVPD

Geometry as XYZ:
```
68
Properties=species:S:1:pos:R:3
Pd -0.1875 -1.0557 0.0507
P 1.5313 -1.3681 1.6642
P 1.3081 3.9069 -0.7529
P -1.2005 -3.1778 0.1120
H 2.5585 0.8652 -3.2921
C 1.4820 0.7266 -3.4378
C 0.6244 1.7708 -3.4866
H 0.8921 2.8289 -3.3542
C 3.1019 -2.1316 1.1023
C 2.0444 0.2135 2.4236
C 1.1825 -2.3594 3.1806
C 2.2423 5.3960 -1.0615
C 0.6332 3.8706 0.8965
C 2.4182 2.5158 -0.9766
C -2.9248 -3.1960 -0.5138
C -1.4383 -4.0354 1.6920
C -0.3276 -4.4203 -0.9172
H 1.2011 -0.2659 -3.8243
H -0.3815 1.6541 -3.8950
H 3.6740 -2.4976 1.9662
H 3.6992 -1.3918 0.5550
H 2.8680 -2.9695 0.4345
H 2.8934 0.0451 3.0955
H 1.2164 0.6202 3.0148
H 2.3197 0.9439 1.6581
H 2.1127 -2.8423 3.5160
H 0.4328 -3.1365 2.9848
H 0.8347 -1.6905 3.9816
H 2.6801 5.6877 -0.0965
H 1.5919 6.1961 -1.4270
H 3.0297 5.2014 -1.8008
H 1.1122 4.6728 1.4669
H 0.8031 2.8746 1.3263
H -0.4428 4.0689 0.7946
H 3.4264 2.7852 -0.6295
H 2.4441 2.2667 -2.0368
H 2.0675 1.6320 -0.4341
H -3.5401 -3.8734 0.0966
H -2.8969 -3.5305 -1.5561
H -3.3314 -2.1798 -0.4692
H -2.3056 -4.7128 1.6109
H -1.6402 -3.2980 2.4801
H -0.5374 -4.6120 1.9352
H -0.9857 -5.2775 -1.1266
H 0.5535 -4.7640 -0.3581
H 0.0043 -3.9694 -1.8630
C -1.5968 1.2922 -1.6004
C -0.4505 0.3442 -1.4254
C -0.4730 -0.8740 -2.2034
C -1.6616 -1.2791 -2.8446
C -2.8322 -0.5364 -2.6848
C -2.8221 0.6567 -1.9723
O -1.4580 2.5660 -1.5162
H 0.0961 3.7378 -1.4969
H 0.5092 0.8513 -1.3261
H 0.4686 -1.4020 -2.4226
H -1.6786 -2.1690 -3.4916
H -3.7778 -0.8923 -3.1180
H -3.7387 1.2125 -1.7830
N -1.6050 -0.2096 2.7277
C -2.1816 0.7130 3.5333
C -2.2906 1.8651 2.7594
C -1.7695 1.5534 1.4946
N -1.3401 0.2764 1.4998
H -1.3869 -1.1838 2.9269
H -2.4466 0.4772 4.5555
H -2.6733 2.8280 3.0459
H -1.7343 2.1849 0.6129
```

Results
* charge: +4
* multiplicity: 5
* orbital gap (spin up / spin down): 7.993 / 4.108 eV

Mulliken atomic charge list, values in e, 6 entries:
1. Pd -0.300
2. P 0.953
3. P 0.719
4. P 1.392
5. H 0.423
6. C -0.361


Entry 3:
C20H41N2OP3Ru | ωB97M-V/def2-TZVPD

Geometry as XYZ:
```
68
Properties=species:S:1:pos:R:3
Ru -0.1482 -0.2580 -0.2479
P 1.0517 0.5316 -1.9053
P 0.2824 1.0762 1.5216
P -2.0028 0.9729 -0.7170
H -0.6946 -5.6973 -0.2000
C -1.0961 -5.8025 -1.2081
C -0.4127 -5.4439 -2.3406
H 0.6848 -5.4493 -2.4040
C 2.4746 -0.4559 -2.4949
C 1.7635 2.1907 -1.5655
C 0.1342 0.7600 -3.4818
C -0.4108 0.3528 3.0696
C 2.0163 1.3231 2.0771
C -0.2871 2.8232 1.7167
C -2.9899 0.2407 -2.0560
C -2.1086 2.7629 -1.1470
C -3.0925 0.7196 0.7324
H -2.0949 -6.2552 -1.3716
H -0.8751 -5.7080 -3.3026
H 2.2227 -1.5199 -2.3976
H 3.3747 -0.2299 -1.9087
H 2.6670 -0.2345 -3.5540
H 2.4853 2.1143 -0.7384
H 0.9655 2.9016 -1.3068
H 2.2848 2.5412 -2.4694
H -0.1934 -0.2299 -3.8365
H 0.7933 1.2212 -4.2339
H -0.7430 1.4026 -3.3271
H -0.3444 1.0971 3.8780
H 0.1805 -0.5272 3.3527
H -1.4596 0.0670 2.9393
H 2.0803 2.2410 2.6767
H 2.7023 1.4328 1.2343
H 2.3369 0.4866 2.7073
H -1.1486 2.8659 2.3974
H -0.5638 3.2758 0.7618
H 0.5192 3.4301 2.1568
H -3.8133 0.9015 -2.3528
H -3.3804 -0.7270 -1.7221
H -2.3691 0.0648 -2.9385
H -2.8616 2.8937 -1.9329
H -1.1529 3.1461 -1.5192
H -2.4283 3.3411 -0.2747
H -4.1323 0.9031 0.4323
H -2.8436 1.3944 1.5615
H -2.9990 -0.3187 1.0827
C -1.9469 -3.0505 -2.3768
C -2.5640 -3.0493 -1.0803
C -3.9395 -3.1760 -1.0121
C -4.7068 -3.0430 -2.1693
C -4.0964 -2.6582 -3.3704
C -2.7316 -2.5611 -3.4780
O -0.7770 -3.5580 -2.6294
H -0.3324 -1.5721 -1.3456
H -1.9199 -3.0974 -0.1936
H -4.4008 -3.3789 -0.0450
H -5.7762 -3.2776 -2.1541
H -4.6834 -2.4607 -4.2615
H -2.1898 -2.2934 -4.3830
N 2.0843 -3.3758 1.6825
C 3.1690 -2.5898 1.3105
C 2.6732 -1.5104 0.6346
N 1.2886 -1.6506 0.5768
C 0.9660 -2.7791 1.1978
H 2.1067 -4.2416 2.2232
H 4.1930 -2.8474 1.5132
H 3.1988 -0.6712 0.1826
H -0.0257 -3.1918 1.3010
```

Results
* charge: +3
* multiplicity: 6
* orbital gap (spin up / spin down): 7.548 / 6.326 eV

Mulliken atomic charge list, values in e, 6 entries:
1. Ru -0.591
2. P 1.217
3. P 1.244
4. P 1.232
5. H 0.322
6. C -0.526


Entry 4:
C20H41N2OP3Ru | ωB97M-V/def2-TZVPD

Geometry as XYZ:
```
68
Properties=species:S:1:pos:R:3
Ru -0.0316 0.9082 0.3129
P 0.4208 0.5244 -1.8908
P -1.8895 2.2726 -0.4682
P 1.6768 -0.1005 1.4529
H -2.5210 -0.0567 1.0760
C -1.5283 -0.1072 1.5430
C -1.0738 1.0450 2.2961
H -1.7438 1.9107 2.3826
C -0.7478 -0.8220 -2.3263
C 0.2066 1.6834 -3.3028
C 2.1219 -0.0582 -2.2153
C -3.0966 2.9650 0.7435
C -1.4545 3.8456 -1.3219
C -3.1011 1.4619 -1.6026
C 1.6391 -0.2561 3.2843
C 3.3892 0.4545 1.1378
C 1.7884 -1.8734 1.0575
H -1.1949 -1.1114 1.8409
H -0.4305 0.8894 3.1709
H -0.2842 -1.4830 -3.0771
H -1.6981 -0.4305 -2.7082
H -1.0036 -1.3581 -1.3992
H 0.5506 1.1838 -4.2266
H 0.8139 2.5944 -3.1796
H -0.8427 1.9813 -3.4470
H 2.2350 -0.2869 -3.2896
H 2.3533 -0.9558 -1.6230
H 2.8531 0.7278 -1.9626
H -3.9367 3.4454 0.2153
H -2.5956 3.7203 1.3636
H -3.4971 2.1743 1.3902
H -2.3631 4.3086 -1.7365
H -0.7346 3.6934 -2.1323
H -1.0226 4.5375 -0.5870
H -4.0448 2.0248 -1.5805
H -3.2930 0.4461 -1.2386
H -2.7373 1.4185 -2.6347
H 2.4349 -0.9436 3.6111
H 0.6741 -0.6613 3.6188
H 1.7950 0.7292 3.7426
H 4.0848 -0.2364 1.6403
H 3.5335 1.4667 1.5383
H 3.5970 0.4571 0.0596
H 2.3264 -2.4195 1.8458
H 2.2633 -2.0414 0.0852
H 0.7613 -2.2410 0.9963
C -0.4935 -4.4451 -0.2617
C -0.9539 -5.3392 -1.2443
C -1.3795 -6.6075 -0.8282
C -1.2945 -6.9954 0.5163
C -0.7340 -6.1302 1.4491
C -0.2918 -4.8640 1.0576
O -0.3636 -3.0729 -0.4250
H -0.0503 -2.7970 -1.3310
H -1.0271 -5.0359 -2.2966
H -1.8132 -7.3100 -1.5456
H -1.6593 -7.9732 0.8368
H -0.6287 -6.3961 2.4997
H 0.1339 -4.1516 1.7491
N 1.8757 3.3675 -0.2280
C 2.3902 4.5125 0.2632
C 1.8739 4.6515 1.5413
C 1.0406 3.5499 1.7587
N 1.0597 2.7562 0.6667
H 2.0634 2.9956 -1.1749
H 3.0800 5.1151 -0.3044
H 2.0788 5.4382 2.2278
H 0.4411 3.3045 2.6183
```

Results
* charge: +4
* multiplicity: 5
* orbital gap (spin up / spin down): 9.226 / 5.692 eV

Mulliken atomic charge list, values in e, 6 entries:
1. Ru 0.390
2. P 0.963
3. P 1.038
4. P 1.367
5. H 0.399
6. C -1.039


Entry 5:
C20H42AsIN4OsPS | ωB97M-V/def2-TZVPD

Geometry as XYZ:
```
71
Properties=species:S:1:pos:R:3
Os 0.3483 1.5869 0.1184
I -3.0224 6.0694 -2.3584
C -2.3663 4.5109 -1.1939
C -3.0574 3.8727 -0.1699
N -2.2612 2.9401 0.3537
N -1.0713 2.8971 -0.3023
C -1.1402 3.8721 -1.2408
H -4.0582 4.0282 0.2038
H -2.4992 2.2119 1.0087
H -0.3055 4.0572 -1.8937
C 1.6411 3.0971 4.8901
As 0.8368 1.7003 3.8613
C 1.2100 -0.0062 4.6419
C -1.0627 1.9240 3.8027
S 1.7964 1.8737 1.8674
H 1.2473 3.0425 5.9053
H 1.3985 4.0588 4.4438
H 2.7194 2.9495 4.9061
H 0.8743 0.0149 5.6789
H 2.2802 -0.1998 4.6048
H 0.6684 -0.7732 4.0937
H -1.4196 1.9061 4.8335
H -1.4967 1.0812 3.2643
H -1.3202 2.8745 3.3421
C -1.4922 -2.1067 1.6130
C -1.5346 -2.4634 0.1155
C -1.3293 -3.9780 -0.0695
C -2.9326 -2.0878 -0.3977
P -0.2286 -1.5224 -0.8206
N -0.3846 0.0673 -0.2445
C 1.5194 -2.0674 -0.4446
C 1.9250 -3.2820 -1.2996
C 1.6954 -2.4306 1.0393
C 2.4509 -0.8666 -0.6845
C -0.5823 -1.3575 -2.6466
C 0.6266 -0.7399 -3.3679
C -0.9021 -2.7301 -3.2669
C -1.7639 -0.4017 -2.8897
H -2.3435 -2.5992 2.0845
H -1.5996 -1.0325 1.7757
H -0.5990 -2.4583 2.1164
H -2.1535 -4.4820 0.4383
H -0.4073 -4.3460 0.3732
H -1.3610 -4.2827 -1.1144
H -3.6551 -2.5872 0.2490
H -3.1198 -2.4342 -1.4110
H -3.1254 -1.0152 -0.3430
H 1.2645 -4.1347 -1.1505
H 2.9233 -3.5842 -0.9803
H 1.9774 -3.0621 -2.3630
H 1.1590 -3.3260 1.3363
H 1.4185 -1.6043 1.6972
H 2.7580 -2.6254 1.1945
H 2.4163 -0.4692 -1.6928
H 3.4777 -1.1285 -0.4322
H 2.1024 -0.0931 0.0068
H 1.5164 -1.3639 -3.3566
H 0.8738 0.2504 -2.9768
H 0.3406 -0.6073 -4.4120
H -0.1130 -3.4643 -3.1221
H -1.0154 -2.5846 -4.3423
H -1.8403 -3.1440 -2.9014
H -1.5906 0.5875 -2.4637
H -2.7155 -0.7778 -2.5321
H -1.8512 -0.2823 -3.9704
C 3.3603 4.0962 -2.4455
C 2.4215 3.3423 -1.6340
N 1.6877 2.7386 -0.9929
H 2.9511 4.2304 -3.4467
H 4.3028 3.5511 -2.5016
H 3.5319 5.0693 -1.9842
```

Results
* charge: +3
* orbital gap: 6.647 eV

Mulliken atomic charge list, values in e, 6 entries:
1. Os 0.969
2. I 0.292
3. C -0.741
4. C -0.136
5. N 0.092
6. N 0.044


Entry 6:
C20H42CuO10 | ωB97M-V/def2-TZVPD

Geometry as XYZ:
```
73
Properties=species:S:1:pos:R:3
Cu 1.0021 0.1811 0.6120
C 3.9928 -1.2377 -4.3177
C 3.5771 -0.4499 -3.0610
O 4.4805 -0.5611 -1.9952
H 3.3059 -0.9556 -5.1156
H 3.7957 -2.2914 -4.1202
H 4.9864 -0.8848 -4.5940
H 2.6087 -0.9123 -2.8699
H 3.4444 0.5992 -3.3254
C 4.2651 0.6350 5.2127
C 3.2738 0.9509 4.0547
O 3.7431 0.7296 2.7577
H 5.3086 0.9012 5.0446
H 4.3445 -0.4470 5.3179
H 3.8929 0.9628 6.1834
H 3.0148 2.0030 4.1729
H 2.3225 0.4300 4.1630
O -1.4422 -0.6264 -2.0436
C -2.1097 -1.1303 -3.0023
O -2.9221 -2.1355 -2.9022
C -2.7712 -3.0902 -1.8293
C -3.8198 -4.1336 -1.8302
C -2.0487 -0.5565 -4.3407
H -2.6413 -2.7884 -0.7900
H -1.7670 -3.4970 -1.9488
H -4.8122 -3.6882 -1.9006
H -3.9016 -4.9676 -1.1332
H -3.6824 -4.6766 -2.7653
H -2.2533 0.4898 -4.1138
H -2.6848 -1.0357 -5.0849
H -1.0048 -0.7045 -4.6170
O -2.1784 0.7749 2.4083
C -2.8886 1.5356 3.0361
O -3.9349 2.1095 2.4939
C -4.4581 1.7002 1.2522
C -5.2694 2.8264 0.6722
C -2.5697 1.9878 4.4681
H -5.0795 0.8123 1.3689
H -3.6761 1.5182 0.5149
H -4.9421 3.7831 1.0794
H -6.3427 2.6895 0.8044
H -5.2992 3.0238 -0.3993
H -1.6053 1.5492 4.7247
H -3.3686 1.6016 5.1011
H -2.6565 3.0724 4.5320
O 0.2680 3.8345 -0.2519
C 0.4188 4.8170 -0.9498
O 0.0259 6.0961 -0.6449
C -0.2602 6.4207 0.7026
C -1.8354 6.5914 0.8068
C 0.7063 4.6325 -2.4883
H 0.1878 7.3685 1.0011
H 0.1610 5.8027 1.4956
H -2.2913 5.6400 0.5330
H -2.1134 7.2761 0.0055
H -2.1070 6.9910 1.7839
H 0.6798 3.5881 -2.7993
H 1.6696 5.0895 -2.7149
H -0.0682 5.1601 -3.0449
O 2.0929 -3.5320 0.6713
C 1.9255 -4.7484 1.0461
O 2.5961 -5.7631 0.6508
C 3.7652 -5.6105 -0.1666
C 3.2247 -6.0939 -1.6068
C 1.0360 -5.0247 2.2673
H 4.5470 -6.2475 0.2469
H 4.1584 -4.5948 -0.2107
H 2.7663 -7.0828 -1.6130
H 4.1709 -6.1913 -2.1390
H 2.6436 -5.3093 -2.0913
H 0.1195 -5.4394 1.8474
H 0.8791 -4.0617 2.7532
H 1.4042 -5.7052 3.0351
```

Results
* charge: -1
* orbital gap: 3.408 eV

Mulliken atomic charge list, values in e, 6 entries:
1. Cu 0.844
2. C -1.044
3. C 0.067
4. O -0.879
5. H 0.273
6. H 0.194


> charge of number 2 (C20H41N2OP3Pd)?

+4


> What is the charge in the fifth record?

+3


> Among the records above, which one has the lowest charge?

C20H42CuO10